(1)
Here is a molecular structure, C33H36Cl5FI2N7OSTl from OMol25. Energies are from ωB97M-V/def2-TZVPD.

- HOMO level: -0.325 eV
- Spin multiplicity: 1
- Frontier orbital gap: 3.519 eV
- Total charge: -2
- Relative energy (zero: lowest compared OMol25 entry of this formula, charge and spin): 4.6 kcal/mol

Atoms and positions in Å:
Tl (-0.709, -0.010, -1.135)
I (4.406, 0.937, -5.027)
I (8.646, 2.135, -0.937)
Cl (-4.311, -0.292, -0.828)
Cl (-2.978, 0.270, -6.894)
Cl (-0.702, 0.449, -4.757)
Cl (-6.613, -0.401, -2.950)
Cl (-5.937, -0.137, -5.987)
S (-0.016, -3.334, -2.996)
F (-2.443, -5.750, 6.333)
O (2.685, 1.109, -2.368)
N (1.568, -1.973, -4.633)
N (1.953, -1.644, -2.408)
N (2.530, 0.632, 0.704)
N (1.697, -2.087, 0.566)
N (0.139, 2.799, -2.553)
N (-1.695, 2.067, 0.503)
N (-2.148, 4.022, 2.089)
C (-3.122, -4.213, 3.078)
C (1.639, -3.271, 3.069)
C (-4.973, -0.161, -3.451)
C (-2.576, 3.040, -0.149)
C (-1.519, -2.865, 4.274)
C (-1.571, -3.752, 5.334)
C (-0.430, 2.725, 0.858)
C (3.904, 1.349, -2.083)
C (-2.877, 4.205, 0.830)
C (0.866, -3.095, 0.830)
C (4.325, 1.681, -0.751)
C (2.491, -1.637, 1.542)
C (-4.675, -0.044, -4.807)
C (3.359, -0.453, 1.199)
C (-2.207, -2.167, 1.995)
C (-2.331, 1.573, 1.731)
C (-2.390, -4.864, 5.267)
C (0.803, -3.721, 2.067)
C (-3.933, -0.079, -2.529)
C (4.955, 1.311, -3.042)
C (6.288, 1.524, -2.740)
C (1.232, -2.262, -3.345)
C (-3.354, 0.141, -5.207)
C (6.637, 1.810, -1.432)
C (-2.580, 2.759, 2.699)
C (-2.613, 0.128, -2.876)
C (-0.715, 3.928, 1.793)
C (3.259, 1.829, 0.311)
C (-3.166, -5.091, 4.142)
C (5.654, 1.893, -0.450)
C (-2.366, 0.222, -4.229)
C (2.497, -2.208, 2.805)
C (-2.289, -3.038, 3.070)
H (-3.258, 1.067, 1.461)
H (-3.806, -5.967, 4.105)
H (0.220, 1.985, 1.330)
H (-3.942, 4.259, 1.066)
H (-0.975, -3.581, 6.225)
H (3.723, 2.252, 1.210)
H (2.137, -1.154, -4.799)
H (-2.029, 2.628, 3.632)
H (0.048, 3.037, -0.071)
H (1.740, -1.822, -1.428)
H (-1.516, -1.333, 2.031)
H (4.132, -0.766, 0.479)
H (5.929, 2.134, 0.571)
H (-3.639, 2.848, 2.952)
H (-0.340, 2.678, -3.438)
H (-3.733, -4.415, 2.205)
H (-0.873, -1.996, 4.348)
H (0.222, -3.407, 0.015)
H (1.597, -3.717, 4.055)
H (0.450, 3.764, -2.509)
H (0.846, -2.164, -5.306)
H (2.515, 2.550, -0.041)
H (-0.405, 4.870, 1.333)
H (0.073, -4.497, 2.247)
H (-3.488, 2.522, -0.452)
H (0.987, 2.227, -2.593)
H (-1.683, 0.819, 2.177)
H (-2.583, 5.168, 0.404)
H (-2.068, 3.382, -1.052)
H (7.038, 1.469, -3.517)
H (2.368, -0.731, -2.602)
H (-2.802, -2.304, 1.101)
H (3.879, -0.114, 2.101)
H (3.145, -1.807, 3.575)
H (1.980, 0.291, -0.078)
H (-0.178, 3.831, 2.739)


(2)
Here is a molecular structure, C33H36HgN6O5S4 from OMol25. Energies are from ωB97M-V/def2-TZVPD.

- <S²>: 0.80
- HOMO level (alpha / beta): -2.656 / -4.315 eV
- Spin multiplicity: 2
- Frontier orbital gap (alpha / beta): 4.450 / 6.108 eV
- Total charge: -1
- Relative energy (zero: lowest compared OMol25 entry of this formula, charge and spin): 7.5 kcal/mol

Atoms and positions in Å:
Hg (-0.285, 0.480, -1.108)
S (4.496, -0.555, 0.883)
S (2.993, 0.933, -1.286)
S (-2.568, -1.730, -1.617)
S (4.810, -1.042, 3.818)
O (0.639, -1.344, -1.858)
O (-2.148, -3.107, -1.844)
O (-2.124, -1.177, -0.324)
O (-2.261, -0.815, -2.714)
O (-0.003, 1.040, 1.054)
N (0.846, -1.019, 3.134)
N (0.654, -3.990, -0.843)
N (-1.496, 2.330, -1.042)
N (3.077, 1.511, 1.323)
N (0.386, 1.232, -3.307)
N (3.514, 1.019, 2.543)
C (3.677, 1.844, 4.860)
C (1.362, -1.364, 1.821)
C (0.931, -1.612, -5.447)
C (4.259, -0.102, 2.546)
C (3.102, 2.542, 5.912)
C (-4.393, 2.181, 4.413)
C (-2.255, 2.553, -0.019)
C (-2.139, 2.052, 1.313)
C (1.164, 2.999, 4.574)
C (-2.262, 0.954, 3.880)
C (-1.932, 2.723, -2.372)
C (1.727, 2.310, 3.512)
C (0.736, -1.789, -3.030)
C (0.812, -0.985, -4.228)
C (0.782, 0.482, -4.244)
C (-3.262, 1.831, 3.478)
C (0.571, -2.443, 1.080)
C (-0.271, -0.358, 3.571)
C (2.980, 1.723, 3.665)
C (3.471, 0.771, 0.335)
C (0.480, 2.674, -3.413)
C (-0.853, 3.420, -3.199)
C (0.999, -3.602, -7.006)
C (1.443, -3.079, 0.000)
C (-3.212, 2.354, 2.203)
C (0.902, -3.006, -5.628)
C (-1.066, 1.214, 1.739)
C (0.766, -3.774, -4.502)
C (1.846, 3.116, 5.778)
C (0.450, -4.081, -2.126)
C (-4.340, -1.779, -1.505)
C (-1.171, 0.571, 3.048)
C (0.739, -3.211, -3.211)
H (1.989, -3.448, -7.442)
H (-4.610, -2.357, -0.623)
H (2.215, -3.699, 0.465)
H (-5.362, 1.907, 3.990)
H (2.379, -1.729, 2.000)
H (1.137, 0.935, -5.182)
H (-0.050, -5.004, -2.403)
H (0.813, -4.676, -6.980)
H (1.294, -1.531, 3.874)
H (-0.463, -0.601, 4.612)
H (1.929, -2.337, -0.624)
H (-4.421, 3.253, 4.625)
H (0.253, -3.213, 1.793)
H (-0.334, -2.031, 0.633)
H (-3.149, 3.168, -0.195)
H (1.441, -0.474, 1.206)
H (-4.702, -0.758, -1.413)
H (1.204, 2.209, 2.570)
H (0.901, 2.962, -4.386)
H (0.180, 3.434, 4.454)
H (-2.319, 0.518, 4.873)
H (-2.807, 3.384, -2.310)
H (3.647, 2.636, 6.844)
H (-2.249, 1.813, -2.894)
H (-4.287, 1.659, 5.365)
H (4.651, 1.394, 4.963)
H (1.401, 3.653, 6.607)
H (-4.731, -2.248, -2.405)
H (-0.619, 4.383, -2.737)
H (-1.300, 3.645, -4.172)
H (0.695, -4.854, -4.598)
H (-4.005, 3.007, 1.851)
H (0.269, -3.156, -7.686)
H (1.018, -0.983, -6.330)
H (1.198, 2.975, -2.645)
H (0.215, -4.727, -0.310)


(3)
Here is a molecular structure, C33H36IrN6O7Si from OMol25. Energies are from ωB97M-V/def2-TZVPD.

- <S²>: 8.81
- HOMO level (alpha / beta): -7.244 / -7.835 eV
- Spin multiplicity: 6
- Frontier orbital gap (alpha / beta): 6.625 / 4.952 eV
- Relative energy (zero: lowest compared OMol25 entry of this formula, charge and spin): 0.0 kcal/mol

Atoms and positions in Å:
Ir (0.457, 0.343, 0.350)
Si (-1.352, -1.747, -2.462)
O (-6.293, 3.227, 0.764)
O (0.769, 2.533, -0.056)
O (-2.317, -1.542, 3.770)
O (-5.262, 4.852, 0.025)
O (1.820, 0.917, 2.229)
O (-0.604, -1.028, 1.934)
O (-0.212, 4.443, -0.698)
N (-1.578, 1.444, 0.564)
N (2.654, 2.544, 3.504)
N (-0.322, -0.313, -2.280)
N (2.582, 0.270, -0.708)
N (0.453, -2.757, 0.839)
N (1.123, -1.748, 0.221)
C (-2.727, 3.471, 0.065)
C (-0.227, 3.304, -0.255)
C (-3.921, 1.592, 0.953)
C (-1.572, 2.707, 0.134)
C (4.405, 1.145, -1.955)
C (-2.967, -3.776, 4.074)
C (2.161, -2.056, -0.460)
C (1.903, 1.415, -5.335)
C (3.987, 2.049, 3.191)
C (2.950, -0.974, -1.046)
C (-2.170, -2.837, 3.419)
C (-2.367, -1.584, -4.032)
C (0.213, 2.319, 3.319)
C (-0.423, -2.275, 1.706)
C (-3.914, 2.895, 0.478)
C (-5.178, 3.661, 0.425)
C (-1.170, -4.622, 2.143)
C (0.402, 0.204, -3.274)
C (2.518, 3.645, 4.440)
C (1.610, 1.878, 2.977)
C (-1.259, -3.258, 2.437)
C (3.290, 1.303, -1.146)
C (1.486, 0.087, -5.461)
C (-0.360, -3.335, -2.470)
C (-2.862, -5.115, 3.760)
C (1.588, 2.137, -4.186)
C (4.046, -1.215, -1.865)
C (0.742, -0.505, -4.471)
C (-2.725, 0.899, 0.976)
C (0.877, 1.546, -3.167)
C (-2.554, -1.773, -1.045)
C (-1.959, -5.549, 2.791)
C (4.780, -0.136, -2.328)
H (0.513, -3.292, -3.125)
H (2.471, 1.880, -6.131)
H (4.721, 2.739, 3.599)
H (-2.045, -1.724, -0.084)
H (0.428, -1.534, -4.579)
H (-1.000, -4.150, -2.817)
H (-3.247, -0.931, -1.114)
H (0.651, 2.092, -2.263)
H (2.924, 2.277, -0.844)
H (-1.878, -6.599, 2.549)
H (4.116, 1.973, 2.112)
H (-3.487, -5.833, 4.277)
H (-0.029, -3.580, -1.459)
H (-3.141, -2.695, -1.067)
H (-4.834, 1.126, 1.297)
H (4.309, -2.232, -2.125)
H (-3.660, -3.423, 4.826)
H (0.087, 2.491, 4.387)
H (1.589, 4.180, 4.270)
H (4.149, 1.058, 3.617)
H (2.477, -3.091, -0.546)
H (-2.827, -0.595, -4.084)
H (1.908, 3.166, -4.085)
H (5.637, -0.294, -2.971)
H (1.743, -0.476, -6.350)
H (3.336, 4.347, 4.282)
H (-2.670, -0.117, 1.337)
H (-0.465, 1.535, 2.994)
H (-1.674, -1.042, 3.217)
H (2.548, 3.307, 5.479)
H (-0.030, 3.241, 2.786)
H (-0.459, -4.929, 1.388)
H (-1.798, -1.736, -4.950)
H (-2.665, 4.486, -0.303)
H (-3.174, -2.322, -4.015)
H (4.954, 2.014, -2.290)


(4)
Here is a molecular structure, C33H36N2O6S2SbZr in a non-equilibrium geometry from OMol25. Energies are from ωB97M-V/def2-TZVPD.

- HOMO level: -11.060 eV
- Spin multiplicity: 1
- Frontier orbital gap: 7.089 eV
- Total charge: +1
- Relative energy (zero: lowest compared OMol25 entry of this formula, charge and spin): 4.9 kcal/mol

Atoms and positions in Å:
Sb (1.476, 1.876, 0.557)
Zr (-1.149, -0.036, -0.691)
S (-2.891, 0.742, 0.961)
S (-3.909, 0.886, -0.831)
O (-2.649, 0.657, -1.785)
O (0.586, -0.646, -1.698)
O (1.871, -4.286, 3.233)
O (-0.148, -0.853, 0.854)
O (-4.430, 2.193, -1.056)
O (-4.794, -0.231, -0.994)
N (-1.851, -2.269, -1.246)
N (-2.938, -4.602, -1.639)
C (2.947, -3.585, 1.190)
C (0.827, -1.756, 0.935)
C (1.821, -1.842, -0.091)
C (-0.822, -3.339, -1.420)
C (3.848, 6.138, 0.020)
C (-1.959, 3.783, -1.542)
C (0.015, 1.442, 3.187)
C (3.848, 5.459, 1.231)
C (3.151, 4.265, 1.359)
C (2.444, 3.741, 0.276)
C (-1.129, 3.071, 4.533)
C (0.878, -2.594, 2.024)
C (-2.738, -2.679, -0.091)
C (1.693, -1.162, -1.339)
C (-0.118, 2.319, -0.928)
C (3.156, 5.617, -1.063)
C (2.806, -0.989, -2.315)
C (2.893, -5.274, 3.430)
C (0.166, 2.167, -2.304)
C (0.377, 2.431, 2.271)
C (-0.768, 4.065, 3.633)
C (-0.017, 3.747, 2.510)
C (1.919, -3.517, 2.149)
C (-1.679, 3.585, -2.884)
C (-1.197, 3.148, -0.573)
C (-0.613, 2.782, -3.270)
C (-2.697, -2.293, -2.497)
C (-1.493, -4.678, -1.809)
C (2.459, 4.421, -0.938)
C (2.883, -2.750, 0.105)
C (-0.733, 1.759, 4.314)
C (-3.216, -4.136, -0.284)
C (-3.459, -3.631, -2.597)
H (3.153, 6.144, -2.009)
H (3.571, -1.756, -2.267)
H (-1.278, -4.934, -2.847)
H (-4.519, -3.475, -2.396)
H (-3.370, -4.043, -3.602)
H (-2.783, 4.415, -1.244)
H (-2.177, -2.550, 0.834)
H (3.767, -4.276, 1.297)
H (-2.290, 4.067, -3.636)
H (3.158, 3.757, 2.317)
H (-1.073, 5.089, 3.805)
H (0.128, -2.523, 2.800)
H (-0.283, -3.438, -0.481)
H (-0.375, 2.655, -4.318)
H (-1.418, 3.324, 0.470)
H (-1.100, -5.479, -1.183)
H (0.264, 4.534, 1.820)
H (3.669, -2.829, -0.632)
H (-3.389, -1.460, -2.463)
H (-4.287, -4.195, -0.092)
H (0.311, 0.413, 3.024)
H (-3.584, -1.997, -0.089)
H (-1.007, 0.985, 5.019)
H (4.387, 5.859, 2.080)
H (2.926, -5.961, 2.585)
H (-2.011, -2.144, -3.332)
H (-1.714, 3.322, 5.408)
H (3.858, -4.792, 3.578)
H (-2.715, -4.810, 0.412)
H (4.386, 7.071, -0.076)
H (-0.127, -3.008, -2.190)
H (1.919, 4.044, -1.798)
H (3.284, -0.032, -2.078)
H (2.609, -5.810, 4.329)
H (2.398, -0.927, -3.321)
H (1.044, 1.614, -2.613)


(5)
Here is C33H36N2O7 in the gas phase in a non-equilibrium geometry from OMol25. Energies are from ωB97M-V/def2-TZVPD.

- SMILES: COc1cc([C@@H]2c3cc4c(cc3[C@@H](NC3CCN(Cc5ccccc5)CC3)[C@H]3COC(=O)[C@H]23)OCO4)cc(OC)c1O
- HOMO level: -7.967 eV
- Spin multiplicity: 1
- Frontier orbital gap: 8.407 eV
- Relative energy (zero: lowest compared OMol25 entry of this formula, charge and spin): 0.0 kcal/mol

Atoms and positions in Å:
O (4.325, 0.565, -1.592)
O (3.314, 1.183, 5.277)
O (1.791, -3.100, 6.803)
O (3.084, -0.482, 7.272)
O (-1.449, -2.998, 3.842)
O (-2.379, -1.070, 3.204)
O (5.118, -1.331, -0.547)
N (-1.028, -0.135, -0.471)
N (-2.348, 1.722, -4.008)
C (3.524, 2.105, 4.240)
C (-3.518, 1.348, -7.419)
C (1.041, -1.989, 2.181)
C (-1.460, 1.928, -1.743)
C (1.494, -2.456, 4.600)
C (-5.727, 0.413, -7.453)
C (3.843, -1.077, -0.119)
C (-0.137, 0.337, 0.584)
C (-1.811, -0.300, -2.755)
C (1.600, -1.587, 3.533)
C (-1.430, -2.021, 3.156)
C (-3.651, 1.648, -6.071)
C (3.082, -1.749, 0.801)
C (3.361, 0.068, -0.754)
C (2.206, -0.349, 3.722)
C (2.103, 0.547, -0.497)
C (-5.865, 0.705, -6.106)
C (-1.830, 0.372, -4.122)
C (2.576, -0.886, 6.063)
C (-2.130, -0.028, 2.261)
C (1.967, -2.128, 5.872)
C (1.295, -0.152, 0.411)
C (2.103, -2.859, 8.158)
C (-0.643, -0.148, 1.940)
C (5.425, -0.311, -1.473)
C (-0.937, 0.492, -1.781)
C (2.687, -0.010, 4.972)
C (-0.443, -1.653, 2.057)
C (-2.547, 2.332, -5.310)
C (1.791, -1.280, 1.070)
C (-4.552, 0.737, -8.108)
C (-4.835, 1.321, -5.420)
C (-1.494, 2.517, -3.150)
H (-0.907, -1.136, -0.590)
H (-0.837, -2.147, 1.159)
H (-2.467, 1.918, -1.327)
H (-6.532, -0.066, -7.990)
H (-1.436, -1.320, -2.857)
H (3.171, -2.683, 8.302)
H (-2.832, 3.377, -5.146)
H (1.543, -2.009, 8.553)
H (1.808, -3.766, 8.684)
H (-2.413, 0.916, 2.727)
H (6.307, 0.251, -1.124)
H (1.018, -3.416, 4.486)
H (-2.826, -0.340, -2.359)
H (-0.156, 1.430, 0.557)
H (-4.437, 0.510, -9.158)
H (-1.897, 3.533, -3.108)
H (-1.619, 2.329, -5.912)
H (2.318, 0.328, 2.891)
H (-0.831, 2.560, -1.114)
H (4.136, 1.676, 3.440)
H (1.172, -3.070, 2.077)
H (4.055, 2.942, 4.693)
H (3.470, -2.610, 1.320)
H (1.756, 1.453, -0.966)
H (3.448, 0.404, 7.140)
H (-2.735, -0.194, 1.364)
H (2.578, 2.461, 3.821)
H (5.648, -0.759, -2.455)
H (-0.064, 0.341, 2.729)
H (-2.600, 1.595, -7.935)
H (-0.462, 2.575, -3.548)
H (-2.479, -0.188, -4.800)
H (-4.929, 1.549, -4.369)
H (-0.807, 0.371, -4.547)
H (-6.780, 0.453, -5.590)
H (0.098, 0.493, -2.169)


(6)
Here is a molecular structure, C33H36N8OS2Y in a non-equilibrium geometry from OMol25. Energies are from ωB97M-V/def2-TZVPD.

- HOMO level: -15.878 eV
- Spin multiplicity: 1
- Frontier orbital gap: 8.532 eV
- Total charge: +3
- Relative energy (zero: lowest compared OMol25 entry of this formula, charge and spin): 7.7 kcal/mol

Atoms and positions in Å:
Y (-0.231, 0.457, -0.739)
S (0.502, 0.218, 2.708)
S (2.412, -0.356, -0.528)
O (-0.568, -2.072, -0.369)
N (3.878, -2.506, -0.877)
N (-0.578, 0.047, 1.513)
N (-0.647, -1.002, -2.786)
N (0.384, 3.947, -3.591)
N (0.335, 2.062, -2.423)
N (-2.634, 0.926, -0.857)
N (2.296, -2.685, 0.771)
N (1.382, 3.314, 1.072)
C (-4.524, 2.197, -0.106)
C (1.401, -1.862, 4.245)
C (2.943, 2.247, -5.654)
C (-0.439, -3.024, -1.425)
C (2.883, -1.972, -0.180)
C (-0.293, -3.087, -3.908)
C (2.083, 0.853, -3.856)
C (-3.482, 0.125, -1.525)
C (1.268, -2.866, 5.195)
C (-3.169, 1.945, -0.161)
C (-0.393, -2.472, -5.143)
C (0.680, 1.807, 4.934)
C (-1.251, 2.211, 3.530)
C (0.020, -3.151, 5.730)
C (2.798, -3.961, 1.273)
C (0.700, 2.583, 0.502)
C (-0.159, 3.282, -2.570)
C (2.902, 1.035, -4.951)
C (-0.928, 3.488, 5.542)
C (-0.436, -2.325, -2.758)
C (-0.785, -0.426, -3.997)
C (-5.389, 1.360, -0.799)
C (1.282, 1.926, -3.461)
C (0.273, -1.156, 3.849)
C (1.315, 3.121, -4.194)
C (-0.668, -1.111, -5.185)
C (-0.083, 1.524, 3.809)
C (-0.980, -1.430, 4.380)
C (-1.103, -2.439, 5.320)
C (0.250, 2.798, 5.802)
C (-1.678, 3.194, 4.413)
C (2.146, 3.310, -5.293)
C (-4.852, 0.305, -1.522)
H (-0.847, -2.535, 0.426)
H (-0.789, -0.591, -6.125)
H (2.065, -0.083, -3.323)
H (2.168, 4.247, -5.834)
H (4.294, -3.394, -0.638)
H (-0.282, -3.043, -6.055)
H (1.981, 3.957, 1.563)
H (3.611, 2.345, -6.498)
H (-4.897, 3.035, 0.467)
H (1.588, 1.252, 5.142)
H (2.377, -1.609, 3.843)
H (3.530, 0.218, -5.281)
H (2.140, -3.410, 5.532)
H (0.482, -3.599, -1.299)
H (0.149, 4.883, -3.882)
H (-1.010, 0.631, -4.001)
H (-3.042, -0.687, -2.088)
H (-2.471, 2.587, 0.369)
H (-0.079, -3.922, 6.482)
H (-1.281, -3.719, -1.415)
H (0.833, 3.029, 6.683)
H (-0.117, -4.152, -3.826)
H (-0.926, 3.712, -1.943)
H (-1.826, 1.978, 2.642)
H (1.586, -2.210, 1.301)
H (-2.071, -2.653, 5.751)
H (-6.457, 1.529, -0.778)
H (2.682, -4.753, 0.531)
H (-1.849, -0.853, 4.083)
H (2.225, -4.234, 2.155)
H (-1.264, 4.256, 6.226)
H (-1.503, -0.138, 1.898)
H (-5.484, -0.371, -2.080)
H (-2.599, 3.728, 4.218)
H (4.373, -1.925, -1.533)
H (3.849, -3.885, 1.557)


Per-record electronic energy, eV: -144345.301 -101500.155 -68793.431 -79556.372 -52117.488 -71468.995